Computed, not measured: a molecular structure, C30H23N4NiO2S2, with the ωB97M-V functional and the def2-TZVPD basis.

Spin multiplicity = 3
Strongest force on any atom = 0.28 eV Å⁻¹
Gap between HOMO and LUMO (alpha / beta) = 6.704 / 6.901 eV
Total charge = -1

Element x y z (Å)
Ni (1.22, -0.10, -0.08)
N (4.53, 0.07, 2.81)
C (3.44, -0.14, 2.03)
S (3.53, 0.31, 0.38)
N (2.42, -0.69, 2.67)
N (1.35, -0.90, 1.88)
C (0.26, -1.32, 2.40)
C (0.04, -1.54, 3.85)
C (0.83, -2.42, 4.58)
C (0.60, -2.61, 5.94)
C (-0.41, -1.91, 6.58)
C (-1.20, -1.02, 5.86)
C (-0.97, -0.84, 4.50)
C (-0.85, -1.55, 1.45)
C (-2.02, -2.22, 1.79)
C (-2.98, -2.42, 0.81)
C (-2.76, -1.96, -0.47)
C (-1.56, -1.31, -0.74)
N (-0.64, -1.11, 0.20)
H (5.40, 0.25, 2.35)
H (4.55, -0.41, 3.70)
H (1.64, -2.94, 4.08)
H (1.22, -3.30, 6.50)
H (-0.59, -2.06, 7.64)
H (-1.98, -0.46, 6.35)
H (-1.57, -0.13, 3.94)
H (-2.16, -2.58, 2.79)
H (-3.90, -2.94, 1.06)
H (-3.49, -2.09, -1.26)
H (-1.32, -0.92, -1.72)
O (-3.52, 5.76, -3.13)
C (-3.93, 4.84, -2.22)
O (-5.11, 4.65, -2.09)
C (-2.88, 4.13, -1.45)
C (-1.50, 4.35, -1.61)
C (-0.58, 3.65, -0.85)
C (-0.98, 2.69, 0.09)
S (0.19, 1.84, 1.07)
C (-2.36, 2.49, 0.25)
C (-3.28, 3.19, -0.50)
H (-2.55, 5.81, -3.13)
H (-1.11, 5.06, -2.33)
H (0.48, 3.83, -1.00)
H (-2.69, 1.76, 0.98)
H (-4.34, 3.02, -0.37)
C (3.31, -2.69, -4.65)
C (3.43, -2.76, -3.24)
C (2.74, -1.89, -2.45)
C (1.88, -0.89, -2.99)
C (1.16, 0.00, -2.13)
C (0.33, 0.90, -2.77)
C (0.21, 0.98, -4.17)
C (0.91, 0.14, -4.98)
C (1.77, -0.83, -4.41)
C (2.50, -1.74, -5.21)
H (3.86, -3.38, -5.28)
H (4.07, -3.51, -2.79)
H (2.85, -1.94, -1.37)
H (-0.27, 1.59, -2.17)
H (-0.46, 1.72, -4.61)
H (0.82, 0.19, -6.07)
H (2.40, -1.67, -6.29)